The following is a quantum chemistry calculation of a molecular structure, C42H25ClN11NaO4 in a non-equilibrium geometry, from the OMol25 dataset.

Output
**Frontier orbital gap**: 4.463 eV
**Charge**: -2
**E_HOMO**: -1.030 eV
**Molar mass**: 806.178 g/mol
**LUMO**: 3.43 eV
**Maximum force**: 3.894 eV Å⁻¹

```
84
Properties=species:S:1:pos:R:3:mulliken_charge:R:1
Na 0.506 -1.380 -0.482 1.08
C -3.102 -1.954 5.470 -0.84
C -1.958 -1.373 6.005 -0.54
C -0.793 -1.192 5.279 -0.36
C -0.840 -1.564 3.938 0.43
C 0.148 -1.410 2.839 -0.50
N -0.393 -1.847 1.673 -0.14
C -1.672 -2.225 1.916 -0.88
N -1.441 1.809 -0.122 -0.76
C -1.095 1.743 -1.412 -0.33
C -1.719 2.415 -2.571 0.27
C -2.615 3.455 -2.774 -0.15
C -2.862 3.887 -4.111 -0.57
C -2.108 3.491 -5.172 -0.71
C -1.060 2.519 -4.936 0.23
C -0.953 2.003 -3.706 -0.23
C -0.010 1.026 -3.188 -0.27
N 0.792 0.284 -3.880 -0.56
C 1.815 -0.360 -3.312 0.36
N 2.076 -0.411 -1.995 -0.07
C 3.432 -0.547 -1.882 -0.54
N 4.140 -0.454 -0.781 -0.44
C 3.592 -0.356 0.418 -0.41
N 2.350 -0.635 0.849 0.27
C 2.323 -0.538 2.240 -0.35
N 1.355 -0.789 3.065 -0.38
C 3.726 -0.192 2.706 -0.17
C 4.331 0.112 3.925 -0.31
C 5.703 0.278 3.949 -0.54
C 6.452 0.463 2.734 -0.41
C 5.842 0.422 1.518 -0.46
C 4.521 -0.020 1.502 0.56
C 4.063 -0.691 -3.183 0.49
C 5.387 -0.648 -3.518 -0.38
C 5.580 -0.287 -4.898 -0.57
C 4.565 -0.302 -5.844 -0.45
C 3.244 -0.380 -5.455 -0.46
C 3.015 -0.588 -4.134 0.54
N -0.158 0.826 -1.861 0.11
C -1.991 -2.085 3.340 0.83
C -3.125 -2.368 4.159 -0.24
H -3.949 -1.993 6.131 0.40
H -1.920 -1.234 7.119 0.25
H 0.146 -0.863 5.703 0.47
H -3.121 3.834 -1.886 0.54
H -3.664 4.608 -4.256 0.37
H -2.261 3.864 -6.219 0.30
H -0.364 2.182 -5.722 0.47
H 3.760 -0.045 4.796 0.49
H 6.224 0.284 4.881 0.40
H 7.508 0.697 2.784 0.38
H 6.357 0.445 0.571 0.43
H 6.175 -0.808 -2.819 0.51
H 6.583 -0.044 -5.263 0.32
H 4.756 -0.249 -6.890 0.41
H 2.481 -0.315 -6.226 0.41
H -4.005 -2.940 3.812 0.41
N -2.628 2.351 0.150 0.11
C -2.989 2.863 1.372 0.45
C -4.260 3.533 1.383 -0.51
C -4.779 3.895 2.598 -0.39
C -4.072 3.529 3.784 -0.48
C -2.822 2.897 3.672 -0.26
N -2.295 2.599 2.457 -0.39
C -2.628 -2.446 0.846 0.55
C -4.042 -2.446 1.083 -0.53
C -4.954 -2.576 0.070 -0.55
C -4.497 -2.758 -1.204 -0.76
C -3.124 -2.948 -1.359 -0.11
N -2.182 -2.673 -0.444 -0.09
H -3.418 2.219 -0.480 0.45
H -4.717 3.920 0.470 0.29
H -5.784 4.278 2.742 0.35
H -4.538 3.517 4.787 0.30
H -2.232 2.589 4.541 0.39
H -4.338 -2.188 2.091 0.31
H -5.998 -2.499 0.364 0.41
H -5.157 -2.820 -2.071 0.35
H -2.681 -3.172 -2.364 0.33
O 1.360 -5.163 -1.355 -0.72
Cl 1.661 -3.866 -1.886 1.71
O 2.486 -3.918 -3.034 -0.68
O 2.529 -3.031 -0.915 -0.64
O 0.333 -3.247 -2.124 -0.61
```